Record 1
{
  "formula": "C9H10BNO3",
  "method": "ωB97M-V/def2-TZVPD",
  "smiles": "OB1CCc2ccccc2O1.N=C=O",
  "orbital_gap_ev": 9.223,
  "lumo_ev": 0.486,
  "homo_energy_ha": -0.3211,
  "e_above_lowest_kj_mol": 0.0,
  "energy_ev": -17806.171,
  "species": ["O", "B", "C", "C", "C", "C", "C", "C", "C", "C", "O", "H", "H", "H", "H", "H", "H", "H", "H", "H", "N", "C", "O", "H"],
  "coordinates": [[-0.70943, -3.26391, 2.03988], [-0.47489, -2.16332, 1.27861], [-1.07612, -1.92654, -0.31080], [0.05109, -1.26422, -1.01281], [0.54752, -0.01479, -0.29542], [0.99117, 1.02941, -1.01622], [1.63263, 2.05380, -0.27598], [1.87708, 1.98337, 1.03959], [1.36586, 0.91654, 1.79714], [0.65892, -0.06089, 1.10925], [0.23390, -1.15667, 1.82848], [-0.27314, -3.20756, 2.93823], [-1.42246, -2.85204, -0.70921], [-1.94245, -1.18262, -0.20780], [-0.25080, -1.02614, -2.08841], [0.83677, -2.08429, -0.91286], [0.87927, 1.28683, -2.02954], [1.92537, 2.96299, -0.80041], [2.31906, 2.76944, 1.50156], [1.55958, 0.90045, 2.85567], [-2.10632, 1.11574, -1.10006], [-1.99524, 1.72897, -2.12483], [-1.77463, 2.22352, -3.15130], [-2.85274, 1.23195, -0.35276]],
  "forces_ev_per_a": [[0.59, -0.13, 1.28], [-1.76, -0.14, -2.22], [-1.07, 1.12, 4.07], [0.51, -0.52, -1.07], [-0.81, -2.78, -0.24], [1.48, 2.81, 2.22], [-0.26, 0.47, -2.52], [-1.67, -2.32, 0.67], [-0.05, 0.22, -0.95], [0.99, 0.40, 0.21], [0.70, 0.69, 0.28], [-0.70, -0.02, -1.50], [-0.20, -0.57, -0.55], [0.88, -1.22, -0.17], [0.92, -0.35, 1.25], [-0.20, 1.30, -1.00], [-0.37, -0.73, -1.33], [0.09, -0.22, -0.03], [1.48, 2.15, 1.45], [-0.23, -0.34, 0.21], [-1.84, -0.10, 2.25], [-0.20, 0.17, -0.32], [0.15, 0.23, -0.30], [1.59, -0.12, -1.69]],
  "nbo_charge": [-0.886, 1.104, -0.711, -0.415, -0.082, -0.198, -0.205, -0.217, -0.259, 0.356, -0.712, 0.497, 0.230, 0.217, 0.216, 0.211, 0.220, 0.203, 0.205, 0.221, -0.794, 0.864, -0.507, 0.442]
}

Record 2
{
  "formula": "C9H10BrN4",
  "method": "ωB97M-V/def2-TZVPD",
  "charge": 1,
  "orbital_gap_ev": 7.511,
  "lumo_ev": -4.914,
  "homo_energy_ha": -0.4566,
  "e_above_lowest_kj_mol": 415.4,
  "energy_ev": -85485.151,
  "species": ["C", "C", "C", "C", "C", "C", "C", "C", "C", "N", "N", "N", "N", "Br", "H", "H", "H", "H", "H", "H", "H", "H", "H", "H"],
  "coordinates": [[1.22510, -3.51846, -2.09581], [1.40256, -3.39670, -0.70971], [0.63916, -2.49865, -2.84103], [0.83214, -2.31052, -0.06322], [0.21965, -1.40129, -2.22501], [0.40948, -1.26250, -0.83039], [0.44172, 1.79966, 1.13281], [-0.11860, -0.03355, -0.14714], [-1.29097, -0.54801, 0.14317], [0.76448, 0.91478, 0.26918], [-0.66852, 2.15185, 1.96196], [-0.90065, 3.48299, 2.32536], [-1.83086, 1.22159, 1.94624], [-2.73145, -1.44105, 0.27631], [1.73628, -4.36152, -2.53173], [1.87394, -4.03861, 0.03852], [0.54959, -2.42484, -3.93031], [0.96878, -2.06428, 1.01935], [-0.18746, -0.55515, -2.89141], [1.19100, 2.55510, 1.24549], [-0.34559, 4.12023, 1.79871], [-0.66864, 3.64545, 3.29370], [-2.24018, 1.35994, 2.87116], [-2.43197, 1.72127, 1.27611]],
  "forces_ev_per_a": [[1.45, -0.61, 1.00], [-0.98, 0.25, 0.86], [0.57, -1.36, -1.62], [1.54, 0.93, 0.99], [-0.98, 3.59, 0.41], [-2.14, 0.50, -1.78], [-1.63, 2.32, 1.85], [-0.83, -1.38, 1.63], [2.88, 1.79, -0.52], [-0.92, -0.03, -0.20], [1.42, -2.99, -1.75], [-0.51, -0.50, 0.29], [1.29, 2.63, -0.77], [-1.81, -1.04, 0.07], [-0.32, -0.17, -0.50], [0.14, -0.68, -1.20], [0.24, -0.99, 0.37], [-0.25, -0.84, -0.88], [0.56, -1.22, 1.53], [0.50, 0.47, 0.37], [0.25, 0.37, -0.84], [0.05, -0.28, 0.36], [-0.09, -0.33, -0.17], [-0.42, -0.43, 0.51]],
  "nbo_charge": [-0.131, -0.206, -0.221, -0.154, -0.151, -0.064, 0.348, 0.073, 0.053, -0.497, -0.137, -0.637, -0.628, 0.460, 0.239, 0.246, 0.245, 0.234, 0.238, 0.189, 0.376, 0.371, 0.389, 0.364]
}

Record 3
{
  "formula": "C9H10ClN3OS",
  "method": "ωB97M-V/def2-TZVPD",
  "orbital_gap_ev": [6.577, 7.329],
  "lumo_ev": [-1.172, -1.059],
  "homo_energy_ha": [-0.2848, -0.3082],
  "e_above_lowest_kj_mol": 0.0,
  "energy_ev": -39369.174,
  "species": ["C", "C", "C", "C", "C", "C", "C", "C", "C", "N", "N", "N", "O", "S", "Cl", "H", "H", "H", "H", "H", "H", "H", "H", "H", "H"],
  "coordinates": [[0.59855, -0.90350, -1.20799], [0.57856, -0.34643, -2.46384], [0.75882, 1.90709, -1.54915], [0.74711, 1.36344, -0.28828], [0.68179, -0.04910, -0.08619], [0.66250, 1.03922, -2.63369], [-1.59672, -1.96579, 0.76897], [0.91651, 2.00037, 1.04901], [0.78953, 0.78252, 1.99484], [0.65673, -0.39906, 1.19227], [-1.26111, -2.79358, 1.78691], [-1.77853, -0.67159, 1.20953], [-1.75561, -2.31634, -0.39030], [-2.19111, 0.41119, 0.10336], [0.66957, 1.68336, -4.23000], [0.55688, -1.97169, -1.07522], [0.50273, -0.98072, -3.33341], [0.84016, 2.97102, -1.70568], [1.91030, 2.45031, 1.12624], [0.17423, 2.77021, 1.25054], [1.67121, 0.65070, 2.63030], [-0.07863, 0.85872, 2.65438], [-0.91625, -2.35564, 2.62226], [-0.91642, -3.70879, 1.55108], [-2.22078, -0.42591, -0.97595]],
  "forces_ev_per_a": [[0.08, 0.01, 0.07], [0.02, -0.01, -0.07], [-0.03, -0.03, -0.12], [0.13, -0.37, 0.00], [0.29, 0.64, -0.36], [0.03, -0.09, 0.31], [-0.08, -0.48, -0.15], [0.07, 0.04, 0.19], [0.06, 0.43, 0.28], [0.26, -1.09, -0.14], [-0.02, -0.32, 0.01], [-0.21, 1.14, 0.67], [0.00, -0.43, -0.15], [-0.50, -0.16, -0.17], [-0.02, 0.10, -0.22], [-0.01, -0.07, -0.01], [0.02, -0.01, -0.09], [-0.01, 0.12, -0.07], [-0.09, 0.09, 0.00], [-0.01, 0.09, -0.01], [-0.08, 0.11, 0.04], [0.03, 0.01, 0.02], [0.06, -0.02, 0.01], [-0.02, 0.07, -0.02], [0.04, 0.24, -0.02]],
  "nbo_charge": [-0.101, -0.267, -0.253, 0.035, 0.055, -0.009, 0.736, -0.470, -0.263, -0.320, -0.800, -0.684, -0.653, 0.428, 0.023, 0.235, 0.233, 0.229, 0.230, 0.231, 0.213, 0.224, 0.406, 0.398, 0.142]
}